(1)
Molecular formula: C3H6N2O4
Method: DFT, ωB97M-V/def2-TZVPD

## Properties
Gap between HOMO and LUMO (spin up / spin down): 7.632 / 7.679 eV
Maximum force: 5.182 eV Å⁻¹
SMILES: C/C(N=O)=[N+](\[O-])O.C=O
2S+1: 1

```
15
Properties=species:S:1:pos:R:3:forces:R:3:nbo_charge:R:1
C -0.028 -0.628 1.651 -1.1 -1.4 -2.6 -0.67
C -0.356 -0.520 0.126 -1.5 0.7 4.9 0.15
N 0.065 -1.239 -0.866 -0.1 -1.5 -3.5 0.03
O 1.092 -1.876 -0.777 0.9 -0.5 0.6 -0.35
N -1.514 0.107 -0.126 -1.1 4.1 -0.4 0.43
O -2.214 0.777 0.671 1.6 -2.5 -1.2 -0.35
O -1.813 0.428 -1.439 0.1 -0.5 0.0 -0.49
H -0.773 -1.474 1.935 1.8 1.4 0.4 0.25
H -0.300 0.329 2.059 0.0 0.1 0.6 0.25
H 1.049 -0.842 1.682 -0.5 -0.3 0.6 0.24
H -0.982 0.418 -1.987 -0.4 -0.3 0.8 0.52
C 1.438 1.114 -0.758 0.2 1.1 0.6 0.28
O 0.727 1.595 -1.609 0.4 -0.6 0.0 -0.54
H 1.690 1.674 0.151 -0.1 0.6 0.1 0.10
H 1.919 0.138 -0.713 0.0 -0.4 -0.9 0.14
```
Positions in Å, forces in eV/Å.

***

(2)
Molecular formula: C3H6N2OS
Method: DFT, ωB97M-V/def2-TZVPD

## Properties
Gap between HOMO and LUMO: 9.638 eV
Maximum force: 3.232 eV Å⁻¹
SMILES: NS/C=N\CC=O
2S+1: 1

```
13
Properties=species:S:1:pos:R:3:forces:R:3:nbo_charge:R:1
N -2.479 0.277 -0.333 -0.3 -0.7 -0.3 -0.97
S -0.940 -0.547 -0.310 -1.4 -0.3 -0.3 0.38
C 0.061 0.860 -0.157 -0.1 0.7 -0.7 -0.06
N 1.321 0.806 -0.117 -0.5 0.5 0.3 -0.44
C 2.028 -0.463 -0.165 -0.1 0.3 0.2 -0.39
C 2.369 -0.896 1.260 -2.2 -2.4 0.5 0.42
O 2.440 -2.081 1.586 0.9 2.1 -0.7 -0.51
H -2.794 0.252 0.631 -0.5 0.0 -0.2 0.37
H -3.206 -0.175 -0.949 1.4 0.5 0.9 0.39
H -0.540 1.818 -0.212 0.9 -0.9 0.3 0.22
H 2.742 -0.273 -0.917 2.0 0.1 -0.1 0.24
H 1.596 -1.348 -0.612 -1.2 -0.3 0.1 0.21
H 1.989 -0.187 2.023 1.0 0.4 0.0 0.13
```
Positions in Å, forces in eV/Å.

***

(3)
Molecular formula: C3H6N2OS
Method: DFT, ωB97M-V/def2-TZVPD

## Properties
Gap between HOMO and LUMO (spin up / spin down): 8.176 / 6.841 eV
Maximum force: 4.332 eV Å⁻¹
2S+1: 1

```
13
Properties=species:S:1:pos:R:3:forces:R:3:nbo_charge:R:1
C -0.018 -0.239 -0.925 -1.1 2.0 -1.3 -0.26
C -1.434 0.237 -0.845 -2.7 1.2 0.8 -0.50
C 0.114 1.057 1.011 0.9 -2.1 -2.5 -0.16
N 1.293 -1.207 0.906 1.3 -0.3 1.1 -0.04
N 0.692 0.112 0.209 0.8 1.9 3.8 -0.28
O 1.455 -1.138 2.166 0.0 0.1 -1.5 -0.46
S -1.496 1.461 0.573 0.1 -0.4 -0.2 0.28
H 0.133 -1.224 -1.138 0.0 -2.9 -0.4 0.23
H 0.399 0.314 -1.731 0.6 0.5 -1.0 0.20
H -1.779 0.887 -1.648 0.6 -0.3 -0.5 0.23
H -2.301 -0.432 -0.714 0.9 -0.3 0.3 0.23
H 0.705 1.549 1.740 0.1 0.1 0.8 0.24
H 2.236 -1.377 0.393 -1.3 0.4 0.6 0.31
```
Positions in Å, forces in eV/Å.

***

(4)
Molecular formula: C3H6N2OS2
Method: DFT, ωB97M-V/def2-TZVPD

## Properties
Gap between HOMO and LUMO: 9.162 eV
Maximum force: 3.818 eV Å⁻¹
SMILES: SC[C@H]1ONC=NS1
2S+1: 1

```
14
Properties=species:S:1:pos:R:3:forces:R:3:nbo_charge:R:1
S -2.942 0.526 -0.594 -0.1 -1.2 -2.2 -0.03
C -1.738 0.083 0.634 -1.2 0.5 3.6 -0.58
C -0.283 0.309 0.388 -0.4 -0.7 1.4 -0.13
O 0.021 -0.761 -0.522 3.3 0.4 1.5 -0.39
N 1.465 -1.055 -0.152 -1.2 2.4 -0.1 -0.34
C 2.285 0.098 -0.387 2.1 1.9 0.4 0.20
N 1.997 1.366 -0.456 -0.6 -2.1 0.6 -0.58
S 0.350 1.895 -0.184 0.6 -0.5 -0.7 0.41
H -2.686 -0.483 -1.665 -0.2 1.7 2.2 0.15
H -1.825 -0.999 0.916 0.1 0.9 -0.3 0.25
H -2.015 0.644 1.702 0.3 -1.1 -3.0 0.25
H 0.139 0.192 1.455 0.1 -0.5 -1.9 0.22
H 1.747 -1.731 -0.802 0.3 -1.5 -1.1 0.37
H 3.485 -0.085 -0.334 -3.1 -0.1 -0.4 0.21
```
Positions in Å, forces in eV/Å.

***

(5)
Molecular formula: C3H6N2OS2
Method: DFT, ωB97M-V/def2-TZVPD

## Properties
Gap between HOMO and LUMO: 8.929 eV
Maximum force: 3.472 eV Å⁻¹
SMILES: NSN1SCCC1=O
2S+1: 1

```
14
Properties=species:S:1:pos:R:3:forces:R:3:nbo_charge:R:1
N -3.141 -0.334 -1.116 0.2 -1.2 3.0 -0.96
S -2.330 -0.222 0.438 0.1 -0.6 -0.5 0.60
N -0.676 -0.269 0.247 2.0 2.2 -0.4 -0.87
S 0.331 -1.754 0.359 -1.0 1.0 0.6 0.39
C 1.848 -0.800 0.142 0.6 0.8 1.1 -0.54
C 1.597 0.692 0.713 -1.0 -3.3 0.2 -0.52
C 0.240 1.053 0.244 -1.5 -2.3 -0.2 0.72
O -0.202 2.120 0.035 -0.7 0.7 -0.3 -0.52
H -2.563 -0.740 -1.786 1.0 -1.0 -1.4 0.37
H -3.434 0.545 -1.375 -0.5 2.4 -0.9 0.36
H 2.023 -0.877 -0.905 0.5 0.7 -0.8 0.22
H 2.689 -1.317 0.657 -0.7 0.4 -0.2 0.24
H 2.386 1.438 0.598 -0.3 -0.3 0.0 0.26
H 1.233 0.463 1.751 1.3 0.5 -0.1 0.25
```
Positions in Å, forces in eV/Å.

***

(6)
Molecular formula: C3H6N2OS2
Method: DFT, ωB97M-V/def2-TZVPD

## Properties
Gap between HOMO and LUMO: 7.497 eV
Maximum force: 6.885 eV Å⁻¹
2S+1: 1

```
14
Properties=species:S:1:pos:R:3:forces:R:3:nbo_charge:R:1
C -1.314 -0.006 1.321 -0.9 1.1 6.7 -0.68
C -0.844 0.290 0.011 2.8 0.3 -1.1 -0.24
C 0.535 0.071 -0.545 -0.2 -1.3 0.4 0.33
H -1.621 -1.048 1.401 -0.2 0.0 -0.1 0.25
H -0.628 0.127 2.345 -0.8 -0.4 -3.1 0.23
H -2.196 0.692 1.724 1.5 -1.6 -1.6 0.25
H 2.271 -0.997 -0.462 -1.9 0.8 2.0 0.37
H 0.779 -2.076 1.412 0.0 -0.1 2.9 0.46
H 1.384 2.335 -2.714 0.2 0.0 -0.6 0.05
N 1.483 -0.727 0.265 0.3 -0.6 -3.2 -0.33
N 0.907 0.526 -1.688 0.9 0.3 1.6 -0.60
O 0.820 -2.003 0.500 0.4 0.7 -2.9 -0.58
S -1.742 1.039 -1.042 -2.8 0.7 -1.0 0.19
S 0.165 1.775 -2.526 0.6 0.2 0.0 0.30
```
Positions in Å, forces in eV/Å.

***

(7)
Molecular formula: C3H6N2S
Method: DFT, ωB97M-V/def2-TZVPD

## Properties
Gap between HOMO and LUMO: 9.809 eV
Maximum force: 1.357 eV Å⁻¹
SMILES: S/N=C\N1CC1
2S+1: 1

```
12
Properties=species:S:1:pos:R:3:forces:R:3:nbo_charge:R:1
S -2.767 -0.654 0.012 0.8 -0.4 -0.2 0.19
N -1.909 0.810 -0.058 -0.1 -0.2 0.4 -0.55
C -0.654 0.777 0.017 0.7 -0.3 -0.4 0.23
N 0.158 -0.404 0.008 -1.2 -0.5 -0.5 -0.46
C 1.396 -0.362 0.743 -0.2 -0.3 -0.4 -0.24
C 1.428 -0.390 -0.751 -0.2 0.0 0.4 -0.25
H -3.911 -0.035 -0.087 -1.0 0.3 0.0 0.10
H -0.183 1.755 0.084 0.4 0.1 -0.1 0.16
H 1.600 -1.263 1.291 0.2 -0.2 0.2 0.21
H 1.513 0.546 1.288 0.7 0.6 0.2 0.19
H 1.641 0.547 -1.251 0.2 -0.1 -0.1 0.20
H 1.688 -1.327 -1.296 -0.4 0.9 0.6 0.22
```
Positions in Å, forces in eV/Å.

***

(8)
Molecular formula: C3H6N2S
Method: DFT, ωB97M-V/def2-TZVPD

## Properties
Gap between HOMO and LUMO: 10.521 eV
Maximum force: 5.722 eV Å⁻¹
SMILES: N#C[C@@H](S)CN
2S+1: 1

```
12
Properties=species:S:1:pos:R:3:forces:R:3:nbo_charge:R:1
N 2.421 -1.460 -0.125 1.6 -1.7 -0.3 -0.31
C 1.720 -0.628 0.184 -1.7 2.7 0.1 0.27
C 0.621 0.378 0.390 1.0 -1.7 0.3 -0.46
S 1.109 2.076 -0.148 -0.2 -0.4 0.8 0.03
C -0.504 -0.117 -0.502 -0.9 2.8 -4.9 -0.22
N -1.492 -0.895 0.075 -1.3 0.1 2.8 -0.81
H 0.336 0.087 1.447 0.1 1.6 -0.7 0.25
H -0.151 2.592 -0.083 0.5 -0.3 0.0 0.13
H -1.057 0.830 -0.977 1.1 -1.6 1.3 0.18
H -0.154 -0.561 -1.508 -0.1 0.3 1.8 0.23
H -1.208 -1.843 0.216 0.2 -0.6 0.2 0.36
H -1.639 -0.460 1.032 -0.4 -1.1 -1.4 0.34
```
Positions in Å, forces in eV/Å.

***

(9)
Molecular formula: C3H6N2S
Method: DFT, ωB97M-V/def2-TZVPD

## Properties
Gap between HOMO and LUMO: 9.100 eV
Maximum force: 2.149 eV Å⁻¹
SMILES: [H]/N=C\NC(C)=S
2S+1: 1

```
12
Properties=species:S:1:pos:R:3:forces:R:3:nbo_charge:R:1
H 1.654 0.814 0.173 0.3 -0.9 -0.3 0.34
N 2.043 -0.115 -0.051 -0.4 0.0 0.3 -0.65
C 1.195 -1.064 -0.073 0.1 0.8 0.3 0.28
N -0.198 -1.073 0.082 -0.5 0.5 0.1 -0.63
C -1.184 -0.093 0.022 2.1 0.2 -0.6 0.10
C -0.579 1.285 -0.034 -0.2 0.5 1.2 -0.69
S -2.726 -0.541 -0.048 -0.9 0.1 0.1 -0.05
H 1.561 -2.077 -0.199 0.1 -0.1 -0.1 0.18
H -0.643 -1.963 0.131 0.1 -0.8 -0.1 0.41
H 0.139 1.376 -0.853 -0.4 0.0 -0.2 0.24
H -1.315 2.115 -0.047 0.4 -0.8 0.0 0.25
H 0.053 1.336 0.898 -0.8 0.4 -0.7 0.22
```
Positions in Å, forces in eV/Å.

***

(10)
Molecular formula: C3H6N2S2
Method: DFT, ωB97M-V/def2-TZVPD

## Properties
Gap between HOMO and LUMO: 7.647 eV
Maximum force: 4.451 eV Å⁻¹
2S+1: 1

```
13
Properties=species:S:1:pos:R:3:forces:R:3:nbo_charge:R:1
C 0.882 -0.586 0.743 3.1 -0.3 -1.2 0.02
C 0.150 2.372 -0.536 1.7 1.6 -0.3 -0.04
C -1.159 -2.335 0.505 1.2 -1.9 -0.8 -0.71
N 1.946 -0.179 0.313 -4.0 -0.9 1.7 -0.44
N -0.666 2.444 -1.486 -2.6 -1.7 -0.7 -0.61
S 3.019 0.839 -0.124 1.6 0.9 -0.6 0.13
S 0.287 -1.913 1.599 -0.7 -0.4 -0.5 0.32
H 0.449 1.706 0.294 -1.2 -0.2 -0.5 0.16
H 0.846 3.226 -0.629 0.0 -0.3 0.6 0.15
H -1.981 -1.867 0.943 -1.5 0.6 0.5 0.22
H -1.314 -3.502 0.528 0.5 2.4 -0.2 0.24
H -1.002 -1.919 -0.528 0.0 -0.8 1.1 0.24
H -1.456 1.712 -1.622 1.9 1.0 0.9 0.33
```
Positions in Å, forces in eV/Å.

***

(11)
Molecular formula: C3H6N2S2
Method: DFT, ωB97M-V/def2-TZVPD

## Properties
Gap between HOMO and LUMO: 8.320 eV
Maximum force: 4.133 eV Å⁻¹
SMILES: C/C=[N+](\[S-])C(N)=S
2S+1: 1

```
13
Properties=species:S:1:pos:R:3:forces:R:3:nbo_charge:R:1
C -1.692 -1.122 0.115 1.2 0.4 -2.3 -0.68
C -0.194 -0.666 -0.158 -1.3 -1.0 2.5 0.13
N 0.355 0.486 -0.011 2.7 -2.0 -0.9 -0.47
S -0.100 2.032 0.041 -2.2 1.6 0.3 -0.11
C 2.104 0.337 -0.103 -1.3 0.1 0.1 0.22
N 2.484 1.492 -0.496 2.6 3.0 -1.2 -0.79
S 2.970 -0.961 0.257 -0.2 -1.0 0.2 -0.09
H -2.230 -0.448 0.819 0.5 -0.6 -0.4 0.25
H -1.588 -2.225 0.464 -0.6 2.0 -0.7 0.24
H -2.205 -0.999 -0.950 0.7 -0.7 2.3 0.24
H 0.526 -1.487 -0.029 -0.1 0.2 -0.7 0.21
H 1.781 2.277 -0.571 0.2 -0.9 0.2 0.41
H 3.500 1.788 -0.661 -2.2 -1.2 0.6 0.43
```
Positions in Å, forces in eV/Å.

***

(12)
Molecular formula: C3H6N2S2
Method: DFT, ωB97M-V/def2-TZVPD

## Properties
Gap between HOMO and LUMO: 8.582 eV
Maximum force: 5.671 eV Å⁻¹
SMILES: S=C1NCCN1S
2S+1: 1

```
13
Properties=species:S:1:pos:R:3:forces:R:3:nbo_charge:R:1
S -1.166 1.761 0.022 1.5 -0.7 -0.3 -0.26
C 0.167 0.700 -0.087 -3.6 0.6 0.8 0.29
N 1.429 0.990 0.121 3.3 4.6 0.7 -0.61
C 2.323 -0.119 -0.243 -2.5 -0.8 0.1 -0.23
C 1.369 -1.199 0.308 -0.8 -3.1 -1.3 -0.22
N 0.046 -0.683 -0.201 0.9 0.3 0.8 -0.61
S -1.458 -1.464 -0.100 0.3 -0.2 1.1 0.24
H 1.741 2.062 0.362 -1.2 -3.9 -1.2 0.45
H 3.208 -0.224 0.292 1.7 0.6 0.9 0.22
H 2.494 -0.147 -1.324 -0.1 -0.2 0.2 0.20
H 1.422 -1.225 1.441 -0.2 0.1 -1.2 0.20
H 1.461 -2.307 -0.105 0.2 2.4 0.9 0.23
H -1.804 -1.344 1.270 0.6 0.1 -1.3 0.11
```
Positions in Å, forces in eV/Å.